(1)
A cluster of 2 separate species, C4H5N3 in total, computed with wB97M-V/def2-TZVPD.

XYZ file:
```
12
Properties=species:S:1:pos:R:3:forces:R:3
N -1.88288 -0.43160 -2.16386 0.4 0.7 0.7
C -1.42737 0.28007 -1.36974 -0.4 -0.7 -0.6
C -0.77885 1.08466 -0.39127 -0.1 0.1 0.2
C -1.44850 1.78460 0.50428 -0.2 0.3 0.3
N -2.01619 2.52982 1.28065 0.4 -0.4 -0.4
H 0.30010 0.97196 -0.30084 -0.2 0.2 0.0
H -2.28602 2.14786 2.18515 0.0 0.0 -0.1
C 2.13981 -1.67228 0.33243 0.0 0.2 -0.1
N 1.50432 -0.86427 -0.40768 0.2 -0.4 0.2
H 2.16226 -2.76012 0.20446 -0.1 0.1 0.0
H 2.72328 -1.27187 1.16558 -0.1 0.0 -0.1
H 0.98010 -1.34253 -1.14550 0.1 -0.1 0.1
```
Positions in Å, forces in eV/Å.

Output
E_tot: -319.6002 hartree
2S+1: 1
molecular weight: 95.10 g/mol
charge: 0
SMILES: N#CC=C=N.C=N
orbital gap: 10.18 eV

***

(2)
An isolated molecule of C4H5N3, computed with wB97M-V/def2-TZVPD.

XYZ file:
```
12
Properties=species:S:1:pos:R:3:forces:R:3
C -0.13746 -1.87525 -1.56043 0.5 -0.1 -1.8
N -0.88696 -1.17488 -0.50936 -0.6 -0.9 -0.5
C -0.36135 -0.17546 0.03691 -0.1 -2.1 -0.4
C 0.91092 0.42384 -0.33741 1.2 2.4 -1.0
N 1.03797 1.46786 0.39416 2.0 -0.2 -0.1
C 0.05951 1.32330 1.37881 0.6 4.7 2.4
N -0.84661 0.49731 1.19805 -1.5 -2.0 -0.6
H -0.56085 -2.88565 -1.85108 0.0 1.4 0.6
H 0.91110 -2.07117 -1.28728 -0.3 0.1 0.3
H -0.02408 -1.26784 -2.54257 -0.6 -0.8 1.6
H 1.60458 0.37532 -1.21202 -1.0 -0.7 0.7
H 0.10879 2.13882 2.20573 -0.3 -1.9 -1.2
```
Positions in Å, forces in eV/Å.

Output
E_tot: -319.6088 hartree
2S+1: 1
molecular weight: 95.11 g/mol
charge: 0
SMILES: C/N=C1\C=NC=N1
orbital gap: 9.04 eV

***

(3)
A structure of composition C4H5N3, computed with wB97M-V/def2-TZVPD.

XYZ file:
```
12
Properties=species:S:1:pos:R:3:forces:R:3
C -1.31610 -0.58365 -0.99696 0.2 1.1 1.5
C -0.20584 -0.16538 -0.19583 -0.9 0.3 3.4
C 1.22355 0.13208 -0.46134 -0.9 -0.1 -0.1
C 1.20477 0.43200 1.10234 1.0 -1.5 0.5
N -2.43874 -0.32791 -0.38498 -2.2 1.8 3.3
N -3.10314 0.13278 0.44546 1.7 -1.8 -3.0
N -0.30548 0.16807 1.09948 1.6 0.3 -2.5
H -1.26502 -1.22673 -1.78618 -0.1 -1.3 -2.1
H 1.73444 -0.72843 -0.96901 0.2 1.3 0.5
H 1.08559 1.08763 -1.03194 1.3 -0.8 0.1
H 1.72495 -0.33709 1.81023 -0.8 1.1 -1.5
H 1.66102 1.41662 1.36873 -1.0 -0.5 -0.1
```
Positions in Å, forces in eV/Å.

Output
E_tot: -319.5504 hartree
2S+1: 1
molecular weight: 95.10 g/mol
charge: 0
orbital gap: 8.78 eV

***

Ordered E_LUMO results: 0.73 -1.13 0.27; unit eV.
Ordered relative energy (zero: lowest compared OMol25 entry of this formula, charge and spin) results: 70.30 64.87 101.54; unit kcal/mol.